# 1
Formula: C7H12O3
Source: OMol25
Level of theory: wB97M-V/def2-TZVPD

Calculated values
2S+1: 1
Total charge: 0
LUMO energy in Eh: -0.01100
Kohn-Sham gap in hartree: 0.28933

XYZ file:
```
22
Properties=species:S:1:pos:R:3:lowdin_charge:R:1
O -1.100 1.579 1.028 -0.152
O -0.783 -0.307 2.613 -0.098
O -2.031 0.827 -1.507 -0.048
C 0.273 0.324 0.556 -0.251
C 1.259 1.226 -0.178 -0.044
C 1.188 -2.708 -1.135 0.141
C 0.362 -0.320 1.928 -0.331
C -0.978 -0.075 -1.725 -0.242
C 0.480 -1.784 -0.801 -0.104
C -0.416 -0.683 -0.423 -0.261
H -1.350 -0.886 -2.367 0.132
H -0.168 0.427 -2.278 0.119
H 1.539 0.009 1.488 0.169
H -1.598 0.519 2.187 0.253
H -1.665 1.568 -0.998 0.066
H 1.783 1.843 0.563 0.093
H 0.865 -1.295 2.076 0.117
H 0.767 1.885 -0.905 0.092
H 1.644 -3.644 -1.404 0.036
H -1.269 -1.125 0.118 0.164
H 2.019 0.612 -0.678 0.104
H -0.820 2.009 1.843 0.046
```

# 2
Formula: C7H12O3
Source: OMol25
Level of theory: wB97M-V/def2-TZVPD

Calculated values
2S+1: 1
Total charge: 0
LUMO energy in Eh: -0.00601
Kohn-Sham gap in hartree: 0.26445

XYZ file:
```
22
Properties=species:S:1:pos:R:3:lowdin_charge:R:1
O 1.327 -0.064 -1.087 0.049
O -2.049 1.994 1.927 -0.032
O -2.751 0.232 0.751 0.117
C 0.862 -1.015 -1.673 -0.487
C 1.209 -2.428 -1.277 -0.018
C -2.626 0.792 1.769 -0.403
C -0.089 -0.838 -2.830 -0.018
C 0.197 0.939 1.817 -0.144
C 1.575 1.145 1.674 0.003
C -0.696 2.055 1.437 -0.183
H 0.332 -1.286 -3.731 0.085
H 0.305 -2.964 -0.982 0.087
H -0.140 -0.016 2.217 0.108
H -0.660 2.167 0.358 0.131
H 2.089 1.699 2.454 0.052
H -1.046 -1.307 -2.599 0.088
H 1.898 -2.409 -0.435 0.082
H 1.685 -2.944 -2.112 0.085
H -2.999 0.329 2.692 0.145
H -0.250 0.223 -3.006 0.082
H -0.243 2.971 1.842 0.136
H 2.069 0.726 0.795 0.035
```

# 3
Formula: C7H12O3S
Source: OMol25
Level of theory: wB97M-V/def2-TZVPD

Calculated values
2S+1: 1
Total charge: 0
LUMO energy (spin up / spin down) in Eh: -0.01063 / 0.01440
Kohn-Sham gap (spin up / spin down) in hartree: 0.26118 / 0.30035

XYZ file:
```
23
Properties=species:S:1:pos:R:3:lowdin_charge:R:1
S 2.434 -0.742 0.199 0.845
O 2.876 0.637 -0.155 -0.546
O -0.355 1.160 -1.463 0.029
O 0.198 1.675 0.692 -0.036
C 0.896 -0.540 1.325 -0.223
C 0.394 2.022 -0.683 -0.179
C -1.659 -0.934 -1.141 -0.034
C 1.550 -1.335 -1.118 -0.267
C -1.451 0.301 1.685 0.033
C -0.647 0.035 -0.692 -0.202
C -0.201 0.320 0.726 -0.514
H -1.420 -1.045 -2.211 0.093
H -2.245 -0.329 1.302 0.078
H 1.222 -2.370 -1.216 0.030
H -1.803 1.216 1.874 0.042
H -2.728 -0.780 -1.208 0.087
H 0.157 3.048 -0.831 0.132
H 1.477 1.908 -0.842 0.111
H -1.152 -0.103 2.680 0.098
H 1.153 0.122 2.269 0.145
H -1.259 -1.953 -0.792 0.120
H 1.818 -0.707 -2.014 0.062
H 0.746 -1.606 1.613 0.099
```

# 4
Formula: C7H12O4Si
Source: OMol25
Level of theory: wB97M-V/def2-TZVPD

Calculated values
Expectation value of S²: 2.01
2S+1: 3
Total charge: -2
LUMO energy (spin up / spin down) in Eh: 0.23015 / 0.18363
Kohn-Sham gap (spin up / spin down) in hartree: 0.23281 / 0.17595

XYZ file:
```
24
Properties=species:S:1:pos:R:3:lowdin_charge:R:1
Si -0.054 -0.141 -0.625 0.319
O -0.619 1.490 0.359 -0.147
O 0.286 -0.920 0.826 -0.148
O -0.845 2.788 2.150 -0.087
O 0.637 -1.570 2.905 -0.046
C -1.792 -0.705 -1.174 -0.159
C 0.807 -1.609 -1.639 -0.250
C -0.615 1.650 1.686 -0.654
C 0.225 -0.632 2.227 -0.550
C -0.324 0.604 2.575 -0.035
C -0.343 1.234 5.321 0.078
C 0.630 1.173 -1.960 -0.196
H 0.072 2.165 5.032 -0.066
H 0.504 -2.538 -1.071 0.012
H -0.435 0.885 3.645 -0.016
H 1.982 -1.769 -1.739 0.038
H 0.838 0.600 -2.850 -0.025
H -1.500 -1.031 -2.231 0.020
H -2.557 -0.013 -1.274 -0.023
H 1.530 1.797 -1.571 0.032
H 0.505 -1.769 -2.635 -0.049
H -0.083 1.992 -1.974 -0.016
H 0.561 0.692 5.557 -0.055
H -1.860 -1.633 -0.587 0.025
```

# 5
Formula: C7H12P2
Source: OMol25
Level of theory: wB97M-V/def2-TZVPD

Calculated values
2S+1: 1
Total charge: 0
LUMO energy (spin up / spin down) in Eh: -0.01273 / -0.01276
Kohn-Sham gap (spin up / spin down) in hartree: 0.27653 / 0.27665

XYZ file:
```
21
Properties=species:S:1:pos:R:3:lowdin_charge:R:1
P -1.080 -1.945 0.212 0.956
P 0.377 0.588 0.220 0.967
C 0.562 -1.304 -2.284 -0.111
C 0.476 1.976 1.216 -0.288
C 1.813 2.224 1.854 -0.262
C -2.140 0.421 -1.262 -0.119
C -0.273 -1.834 1.858 -0.363
C -1.055 -0.186 -0.459 -0.750
C 0.160 -1.146 -0.830 -0.575
H 0.737 -2.136 1.642 0.019
H -1.881 0.476 -2.214 0.012
H -0.528 -2.678 2.555 0.042
H 2.258 1.311 2.204 0.053
H -0.262 -1.263 -2.907 0.049
H 1.491 2.775 2.735 0.066
H 2.322 2.708 1.162 0.005
H -2.382 1.420 -0.830 0.098
H 1.111 -2.189 -2.353 0.048
H 1.256 -0.554 -2.605 0.069
H -3.034 -0.195 -1.309 0.073
H -0.400 -0.907 2.370 0.010
```

# 6
Formula: C7H12S
Source: OMol25
Level of theory: wB97M-V/def2-TZVPD

Calculated values
2S+1: 1
Total charge: 0
LUMO energy (spin up / spin down) in Eh: -0.02391 / -0.02387
Kohn-Sham gap (spin up / spin down) in hartree: 0.30013 / 0.30022

XYZ file:
```
20
Properties=species:S:1:pos:R:3:lowdin_charge:R:1
S 1.474 1.956 0.150 0.801
C -0.497 -0.113 -1.343 -0.067
C -1.682 1.232 0.409 -0.069
C 0.670 0.541 0.811 -0.417
C -0.907 -1.228 0.936 -0.070
C 3.409 -1.261 -0.440 -0.140
C 2.430 -1.004 0.133 -0.142
C -0.615 0.088 0.213 -0.653
H -1.407 2.043 -0.350 0.084
H -2.796 1.045 0.153 0.111
H -1.523 -0.342 -1.880 0.133
H -0.175 0.774 -1.798 0.003
H -0.904 -1.078 1.986 0.065
H -1.974 -1.662 0.655 0.133
H 4.380 -1.772 -0.795 0.038
H 0.212 -0.974 -1.398 0.086
H 0.961 0.214 1.738 0.033
H 0.988 1.749 -1.203 -0.040
H -0.151 -1.955 0.711 0.059
H -1.894 1.746 1.310 0.053
```